[1]
# C2H4N4

One molecule with the formula C2H4N4 in a non-equilibrium geometry (ωB97M-V/def2-TZVPD, the OMol25 dataset).

XYZ file:
```
10
C2H4N4 (ωB97M-V/def2-TZVPD)
N -0.220 -1.806 0.913
C -0.362 -0.550 0.320
N -1.188 0.462 0.569
N -0.448 1.629 -0.467
C 0.515 0.899 -0.986
N 0.572 -0.356 -0.657
H 0.706 -2.184 0.716
H -0.560 -2.048 1.833
H -0.318 2.661 -0.629
H 1.304 1.293 -1.612
```

Output
energy above the lowest of the compared OMol25 structures with the same formula, charge and spin	45.5	kcal/mol
E_HOMO	-9.398	eV
SMILES	Nc1nc[nH]n1
strongest force on any atom	2.29	eV Å⁻¹

---

[2]
# C48H33Br2F3N5O2SbTi

C48H33Br2F3N5O2SbTi as an isolated structure in a non-equilibrium geometry (ωB97M-V/def2-TZVPD, the OMol25 dataset).

XYZ file:
```
95
C48H33Br2F3N5O2SbTi (ωB97M-V/def2-TZVPD)
Ti -0.423 -0.902 -0.976
O -0.736 -4.353 0.506
C -0.857 -3.160 0.514
N 0.161 -2.240 0.253
C 1.468 -2.535 0.623
O 1.788 -3.285 1.505
C 2.475 -1.734 -0.146
C 3.815 -2.058 -0.045
C 4.737 -1.291 -0.739
C 4.269 -0.220 -1.484
C 2.908 0.026 -1.531
N 2.011 -0.722 -0.891
C -2.163 -2.453 0.708
C -3.237 -3.097 1.287
C -4.414 -2.389 1.467
C -4.460 -1.072 1.038
C -3.350 -0.517 0.428
N -2.203 -1.181 0.265
H 4.106 -2.884 0.590
H 5.794 -1.514 -0.688
H 4.948 0.427 -2.022
H 2.525 0.862 -2.103
H -3.121 -4.131 1.583
H -5.278 -2.857 1.919
H -5.351 -0.474 1.171
H -3.410 0.490 0.040
Br -1.860 6.431 -1.826
C -1.313 4.640 -2.002
C -0.193 4.335 -2.765
C 0.231 3.025 -2.883
C -0.448 2.002 -2.217
C -1.557 2.331 -1.436
C -2.006 3.632 -1.341
N -0.098 0.636 -2.350
C 0.414 0.219 -3.456
C 0.844 -1.157 -3.582
C 1.577 -1.614 -4.668
C 2.035 -2.922 -4.661
C 1.721 -3.734 -3.583
C 0.954 -3.218 -2.548
N 0.535 -1.955 -2.538
H 0.339 5.128 -3.274
H 1.112 2.812 -3.476
H -2.102 1.537 -0.943
H -2.881 3.876 -0.754
H 0.506 0.870 -4.321
H 1.789 -0.949 -5.494
H 2.620 -3.307 -5.484
H 2.064 -4.758 -3.537
H 0.677 -3.846 -1.709
F -0.261 6.561 3.513
C -0.186 5.312 3.055
C 0.155 5.106 1.730
C 0.244 3.805 1.262
C -0.007 2.728 2.107
C -0.353 2.964 3.433
C -0.444 4.260 3.915
Sb 0.340 0.714 1.429
C 2.444 0.857 1.889
C 3.182 -0.096 2.583
C 4.528 0.111 2.853
C 5.135 1.259 2.383
F 6.440 1.440 2.599
C 4.432 2.219 1.677
C 3.084 2.012 1.438
C -0.532 -0.233 3.143
C -1.908 -0.076 3.300
C -2.562 -0.606 4.398
C -1.820 -1.291 5.345
F -2.443 -1.798 6.407
C -0.453 -1.454 5.222
C 0.187 -0.925 4.111
H 0.350 5.957 1.092
H 0.526 3.639 0.229
H -0.553 2.140 4.104
H -0.700 4.458 4.947
H 2.737 -1.024 2.915
H 5.105 -0.610 3.418
H 4.932 3.119 1.343
H 2.526 2.775 0.911
H -2.479 0.500 2.582
H -3.629 -0.483 4.534
H 0.091 -1.988 5.990
H 1.256 -1.051 4.028
Br -5.538 -2.807 -5.048
C -4.116 -2.242 -3.936
C -3.861 -0.890 -3.779
C -2.808 -0.476 -2.973
C -2.011 -1.390 -2.283
C -2.301 -2.746 -2.458
C -3.330 -3.179 -3.280
H -4.481 -0.162 -4.285
H -2.635 0.593 -2.913
H -1.728 -3.515 -1.947
H -3.515 -4.236 -3.414
```

Output
energy above the lowest of the compared OMol25 structures with the same formula, charge and spin	13.2	kcal/mol
E_HOMO	-13.427	eV
strongest force on any atom	1.31	eV Å⁻¹
total charge	+2

---

[3]
# C29H34BaN7O4PSi2

C29H34BaN7O4PSi2 as an isolated structure (ωB97M-V/def2-TZVPD, the OMol25 dataset).

XYZ file:
```
78
C29H34BaN7O4PSi2 (ωB97M-V/def2-TZVPD)
Ba 0.864 -0.147 0.488
C -3.554 -0.167 2.458
N -3.431 -1.223 1.465
C -3.433 -2.554 1.784
C -3.280 -3.230 0.611
N -3.176 -2.349 -0.426
C -3.244 -1.145 0.117
P -3.261 0.274 -1.038
C -2.039 -0.444 -2.183
N -0.798 -0.719 -1.857
C -0.235 -1.331 -2.938
C -1.161 -1.423 -3.937
N -2.310 -0.852 -3.453
C -3.559 -0.735 -4.168
C -2.197 1.510 -0.239
N -1.603 1.395 0.931
C -1.028 2.616 1.185
C -1.262 3.463 0.141
N -2.025 2.763 -0.751
C -2.311 3.173 -2.110
H -4.266 -0.496 3.214
H -2.585 0.030 2.914
H -3.920 0.742 1.988
H -3.451 -2.876 2.812
H -3.209 -4.296 0.462
H 0.788 -1.673 -2.911
H -1.111 -1.837 -4.930
H -3.706 -1.623 -4.781
H -4.380 -0.664 -3.458
H -3.566 0.148 -4.811
H -0.447 2.796 2.074
H -0.920 4.464 -0.063
H -2.022 4.216 -2.221
H -1.723 2.577 -2.809
H -3.375 3.059 -2.325
O 2.089 -4.389 -1.449
C 1.726 -3.460 -0.716
O 1.917 -2.221 -0.866
C 0.930 -3.856 0.544
C 0.679 -5.189 0.843
C -0.026 -5.485 1.999
C -0.467 -4.452 2.812
C -0.186 -3.146 2.434
N 0.503 -2.870 1.328
C -0.685 -1.951 3.263
O -1.399 -2.219 4.246
O -0.342 -0.816 2.842
H 1.046 -5.944 0.162
H -0.234 -6.517 2.265
H -1.027 -4.615 3.722
C 2.388 3.627 3.025
Si 2.610 2.860 1.252
C 4.494 3.272 1.073
C 1.853 4.250 0.118
C 1.507 5.491 0.660
C 0.867 6.486 -0.077
C 0.584 6.257 -1.414
C 0.937 5.036 -1.984
C 1.547 4.006 -1.256
Si 1.700 2.232 -2.005
C 1.184 2.551 -3.859
C 3.593 2.036 -2.363
H 2.877 4.603 3.145
H 2.852 2.940 3.741
H 1.340 3.733 3.325
H 4.693 4.320 1.334
H 4.858 3.105 0.057
H 5.082 2.638 1.745
H 1.723 5.692 1.705
H 0.595 7.428 0.393
H 0.094 7.021 -2.012
H 0.708 4.881 -3.035
H 1.805 3.319 -4.342
H 0.137 2.852 -3.978
H 1.311 1.619 -4.418
H 4.047 2.954 -2.758
H 3.719 1.244 -3.109
H 4.152 1.729 -1.476
```

Output
energy above the lowest of the compared OMol25 structures with the same formula, charge and spin	10.2	kcal/mol
E_HOMO	-0.352	eV
strongest force on any atom	0.18	eV Å⁻¹
total charge	-2

---

[4]
# C6H11NO

One molecule with the formula C6H11NO in a non-equilibrium geometry (ωB97M-V/def2-TZVPD, the OMol25 dataset).

XYZ file:
```
19
C6H11NO (ωB97M-V/def2-TZVPD)
O -2.015 1.748 -1.032
C -1.488 1.386 0.001
N -1.178 0.036 0.188
C 0.047 -0.398 0.902
C 1.276 -0.449 0.007
C 1.063 -1.175 -1.290
C 1.000 -2.487 -1.459
C -1.142 2.325 1.125
H -1.146 -0.413 -0.723
H 0.212 0.196 1.795
H -0.190 -1.421 1.212
H 1.669 0.541 -0.229
H 2.119 -0.874 0.557
H 0.929 -0.590 -2.193
H 0.971 -2.982 -2.422
H 0.932 -3.163 -0.605
H -0.219 2.830 0.827
H -0.913 1.823 2.060
H -1.926 3.068 1.278
```

Output
energy above the lowest of the compared OMol25 structures with the same formula, charge and spin	23.2	kcal/mol
E_HOMO	-9.495	eV
SMILES	C=CCCNC(C)=O
strongest force on any atom	1.26	eV Å⁻¹

---

[5]
# C24H21ClN2NdP

C24H21ClN2NdP as an isolated structure in a non-equilibrium geometry (ωB97M-V/def2-TZVPD, the OMol25 dataset).

XYZ file:
```
50
C24H21ClN2NdP (ωB97M-V/def2-TZVPD)
Nd 0.586 -1.471 0.740
Cl -0.923 -3.226 1.684
P -0.430 0.885 -0.533
C 0.125 0.905 -2.227
C 0.376 2.153 -2.847
C 0.831 2.225 -4.177
C 1.063 1.043 -4.883
C 0.825 -0.195 -4.277
C 0.366 -0.296 -2.961
C -2.097 0.079 -0.496
C -2.582 -0.477 0.712
C -3.747 -1.236 0.712
C -4.427 -1.478 -0.477
C -3.935 -1.003 -1.696
C -2.771 -0.222 -1.707
C -0.563 2.442 0.298
C 0.096 2.665 1.527
C -0.247 3.802 2.249
C -1.225 4.699 1.810
C -1.936 4.425 0.629
C -1.627 3.275 -0.118
H -2.044 -0.343 1.657
H -4.077 -1.714 1.630
H -5.345 -2.052 -0.471
H -4.440 -1.240 -2.652
H -2.291 0.024 -2.673
H 0.300 3.038 -2.186
H 1.031 3.221 -4.606
H 1.379 1.103 -5.916
H 1.030 -1.126 -4.816
H 0.256 -1.288 -2.468
H 0.830 1.935 1.890
H 0.302 4.004 3.168
H -1.424 5.633 2.339
H -2.712 5.097 0.239
H -2.203 2.951 -1.006
H 2.449 2.156 -1.408
H 2.130 2.397 -0.742
N 4.455 -6.043 4.697
C 3.750 -5.288 4.114
C 3.101 -4.249 3.339
C 2.847 -3.018 3.917
C 2.555 -1.936 3.087
N 2.530 -2.047 1.709
C 2.890 -3.271 1.142
C 3.101 -4.405 1.939
H 2.979 -2.925 5.023
H 2.398 -0.945 3.491
H 3.072 -3.265 0.052
H 3.395 -5.399 1.550
```

Output
energy above the lowest of the compared OMol25 structures with the same formula, charge and spin	11.4	kcal/mol
E_HOMO (alpha / beta)	-14.481 / -14.459	eV
strongest force on any atom	4.34	eV Å⁻¹
multiplicity	4
total charge	+2

---

[6]
# C18H15AsN5PS4Se2W

C18H15AsN5PS4Se2W as an isolated structure in a non-equilibrium geometry (ωB97M-V/def2-TZVPD, the OMol25 dataset).

XYZ file:
```
47
C18H15AsN5PS4Se2W (ωB97M-V/def2-TZVPD)
W -0.591 0.480 -1.301
Se -2.754 1.260 -1.235
P -0.785 -0.260 1.085
Se 0.446 1.535 0.796
C 0.234 -1.415 2.029
C -0.247 -2.003 3.194
C 0.541 -2.913 3.885
C 1.798 -3.249 3.412
C 2.277 -2.670 2.243
C 1.498 -1.762 1.553
C -2.194 0.162 2.120
C -2.055 0.964 3.250
C -3.159 1.246 4.034
C -4.404 0.729 3.694
C -4.548 -0.071 2.571
C -3.443 -0.353 1.783
H -1.231 -1.754 3.566
H 0.163 -3.362 4.793
H 2.408 -3.962 3.950
H 3.260 -2.925 1.870
H 1.879 -1.280 0.660
H -1.087 1.374 3.512
H -3.052 1.872 4.909
H -5.267 0.957 4.306
H -5.517 -0.467 2.302
H -3.549 -0.963 0.893
N 3.536 -0.633 -2.583
C 2.456 -1.041 -1.914
N 1.604 -0.027 -1.862
C 2.227 0.961 -2.556
N 3.412 0.645 -3.004
C 1.507 2.213 -2.783
C 2.111 3.328 -3.343
N 1.440 4.459 -3.526
C 0.165 4.467 -3.155
C -0.468 3.363 -2.595
N 0.212 2.220 -2.405
H 4.301 -1.204 -2.910
H 2.301 -2.045 -1.560
H 3.148 3.281 -3.645
H -0.397 5.380 -3.295
H -1.506 3.368 -2.301
S 2.359 -3.422 -3.796
As 0.756 -2.660 -4.965
S -0.958 -1.793 -1.895
S -0.718 -0.598 -3.531
S 1.890 -1.434 -6.255
```

Output
energy above the lowest of the compared OMol25 structures with the same formula, charge and spin	20.6	kcal/mol
E_HOMO	-6.182	eV
strongest force on any atom	2.79	eV Å⁻¹